6 unconnected molecules or ions with the total composition C22H44BClIN12O9P at a distorted geometry, computed with ωB97M-V/def2-TZVPD.

Geometry (Å):
C1 -4.0170 1.4412 5.3950
C2 -4.0076 2.5959 4.2932
O1 -2.6808 3.1393 4.2137
C3 -2.3098 3.5105 2.8813
C4 -0.9771 2.7270 2.5514
C5 0.2991 3.2719 2.9283
Cl1 0.2442 4.8968 3.7245
C6 1.6319 2.5464 2.6838
P1 3.1093 3.4255 3.3069
C7 4.7729 2.6633 3.1268
C8 2.9704 3.8845 5.1438
C9 1.4918 1.2744 1.9849
I1 3.2364 0.1378 1.4875
C10 0.1525 0.6732 1.5651
N1 0.1509 -0.5490 0.9052
C11 -1.0947 -1.0243 0.6264
O2 -1.2156 -2.2605 0.0131
C12 -0.6346 -2.3199 -1.3109
C13 -0.7761 -1.0147 -2.1691
C14 -2.2763 -0.5676 -2.4401
O3 -0.2081 -1.3398 -3.4791
C15 -2.3322 -0.2779 0.9954
B1 -3.7646 -0.9865 0.6460
C16 -4.9339 -0.0219 0.0995
O4 -3.9999 -2.3569 0.8105
N2 -2.3981 0.9483 1.5989
C17 -1.1044 1.3786 1.8667
H1 -3.1056 0.7943 5.2456
H2 -4.0825 1.8378 6.4379
H3 -4.8966 0.7723 5.1592
H4 -4.6948 3.4086 4.6578
H5 -4.3740 2.1183 3.3484
H6 -2.1695 4.6244 2.8147
H7 -3.0726 3.2438 2.1002
H8 5.1548 2.5428 2.0849
H9 4.8186 1.6413 3.6131
H10 5.5214 3.2858 3.7026
H11 3.6103 3.1758 5.7336
H12 3.3961 4.9174 5.2993
H13 1.9230 3.8272 5.5250
H14 -1.2149 -3.1156 -1.8697
H15 0.4231 -2.7147 -1.2782
H16 -0.1465 -0.1527 -1.8018
H17 -2.4163 -0.1808 -3.4929
H18 -2.5680 0.2996 -1.7743
H19 -3.0359 -1.3828 -2.2993
H20 -0.9561 -1.7208 -3.9769
H21 -5.8327 -0.6690 -0.1141
H22 -5.2232 0.7674 0.8413
H23 -4.5869 0.4291 -0.8743
H24 -3.2983 -2.7772 1.3380
N3 0.7332 -4.5571 -4.0010
C18 0.6206 -5.6130 -3.1497
N4 0.9498 -6.8182 -3.6867
O5 0.2529 -5.4887 -1.9893
H25 1.0341 -4.6393 -4.9543
H26 0.5007 -3.6454 -3.6398
H27 0.8797 -7.6217 -3.0870
H28 1.2543 -6.9429 -4.6340
N5 -7.3574 -1.4355 -3.6203
C19 -6.1151 -1.9845 -3.7079
N6 -5.9081 -3.0619 -2.9013
O6 -5.2533 -1.5444 -4.4517
H29 -8.0794 -1.7810 -3.0162
H30 -7.5475 -0.6376 -4.2012
H31 -5.0019 -3.4949 -2.9380
H32 -6.6022 -3.4385 -2.2830
N7 9.3941 1.6589 1.3517
C20 8.1519 1.2985 1.7763
N8 7.2442 1.0919 0.7810
O7 7.8716 1.1706 2.9557
H33 9.6445 1.7695 0.3869
H34 10.0905 1.8199 2.0581
H35 6.3160 0.8244 1.0585
H36 7.4517 1.1919 -0.1952
N9 3.0151 -3.4664 -1.2862
C21 4.2414 -3.2131 -1.8212
N10 4.7289 -1.9665 -1.5596
O8 4.8554 -4.0341 -2.4814
H37 2.4970 -2.8021 -0.7396
H38 2.6174 -4.3760 -1.4551
H39 5.6320 -1.7376 -1.9354
H40 4.2345 -1.2813 -1.0197
N11 0.2521 3.0262 -2.0976
C22 -0.0421 3.5200 -3.3304
N12 -0.5112 2.5640 -4.1695
O9 0.0959 4.6891 -3.6426
H41 0.1326 2.0662 -1.8341
H42 0.6068 3.6768 -1.4176
H43 -0.7681 2.8406 -5.1008
H44 -0.6140 1.6055 -3.8895

Calculated values
Gap between HOMO and LUMO in hartree: 0.23777
LUMO energy in eV: -1.178
SMILES string: CCOCc1c(Cl)c(P(C)C)c(I)c2nc(OC[C@H](C)O)c(B(C)O)nc12.NC(N)=O.NC(N)=O.NC(N)=O.NC(N)=O.NC(N)=O
Spin multiplicity: 1

Mulliken charges, unit e, in atom order: C -1.07; C 0.04; O -0.26; C -1.29; C 0.10; C -0.11; Cl -0.20; C 0.59; P 0.36; C -1.07; C -1.01; C -0.61; I -0.02; C 0.23; N -0.22; C -0.21; O -0.34; C -0.17; C 1.19; C -0.94; O -0.73; C 0.17; B 0.71; C -0.76; O -0.70; N -0.12; C 0.58; H 0.25; H 0.31; H 0.32; H 0.32; H 0.00; H 0.55; H 0.39; H 0.29; H 0.41; H 0.36; H 0.35; H 0.26; H 0.39; H 0.31; H -0.74; H -0.21; H 0.52; H 0.11; H 0.19; H 0.45; H 0.18; H 0.26; H 0.29; H 0.32; N -0.26; C 0.66; N -0.45; O -0.63; H 0.16; H 0.20; H 0.23; H 0.14; N -0.43; C 0.75; N -0.37; O -0.65; H 0.16; H 0.21; H 0.20; H 0.17; N -0.40; C 0.66; N -0.29; O -0.62; H 0.16; H 0.23; H 0.09; H 0.15; N -0.23; C 0.63; N -0.27; O -0.69; H 0.11; H 0.09; H 0.18; H 0.06; N -0.24; C 0.52; N -0.33; O -0.67; H 0.23; H 0.13; H 0.17; H 0.23

---

A molecular structure, C22H44BEuF2NS4Si3 at a distorted geometry, computed with ωB97M-V/def2-TZVPD.

Geometry (Å):
Eu1 -0.1625 -0.3675 0.6201
C1 -1.0041 -0.1499 5.1506
C2 0.4660 -0.5421 5.1600
S1 1.5750 0.8335 4.7924
C3 2.7276 0.0555 3.6344
C4 3.3194 1.0721 2.6726
S2 2.2115 1.7376 1.4118
C5 1.5066 3.1889 2.2229
C6 0.3683 3.7698 1.3913
S3 -1.0515 2.6940 1.0842
C7 -2.0609 2.9481 2.5595
C8 -1.6146 2.2426 3.8329
S4 -1.6659 0.4599 3.5830
H1 -1.5957 -1.0306 5.4060
H2 -1.2205 0.5995 5.9151
H3 0.6959 -0.9811 6.1325
H4 0.6364 -1.3048 4.4007
H5 3.5462 -0.4232 4.1754
H6 2.1908 -0.7146 3.0746
H7 3.7871 1.9065 3.2009
H8 4.1192 0.5918 2.1048
H9 1.1603 2.9151 3.2160
H10 2.2853 3.9478 2.3244
H11 0.0008 4.6793 1.8717
H12 0.7276 4.0618 0.4040
H13 -2.1299 4.0239 2.7330
H14 -3.0629 2.6181 2.2758
H15 -0.6096 2.5490 4.1168
H16 -2.2957 2.5234 4.6397
C9 -0.4201 -3.4147 -1.3662
Si1 0.9683 -2.2423 -1.8831
C10 2.3757 -2.5360 -0.6469
C11 1.5989 -2.9145 -3.5235
C12 0.3945 -0.5108 -1.8980
Si2 1.5990 0.6778 -2.5731
C13 1.3050 2.4814 -2.0471
C14 1.6276 0.7675 -4.4629
C15 3.3827 0.2965 -2.1018
Si3 -1.2470 -0.2726 -2.5922
C16 -1.5922 -1.1456 -4.2277
C17 -1.7578 1.5176 -2.8693
C18 -2.6646 -0.8707 -1.4266
C19 -3.8418 -1.4077 -1.9502
C20 -4.8990 -1.7365 -1.1207
C21 -4.7769 -1.5235 0.2408
C22 -3.5906 -0.9912 0.7110
N1 -2.5714 -0.6677 -0.0883
H17 -0.0157 -4.4230 -1.2411
H18 -1.2171 -3.4653 -2.1127
H19 -0.9039 -3.1669 -0.4139
H20 2.2532 -3.4905 -0.1299
H21 2.4515 -1.7778 0.1410
H22 3.3418 -2.5484 -1.1567
H23 1.9130 -3.9559 -3.4070
H24 2.4625 -2.3486 -3.8814
H25 0.8315 -2.8748 -4.2991
H26 0.8821 3.0778 -2.8581
H27 2.2382 2.9518 -1.7283
H28 0.5983 2.5387 -1.2147
H29 0.6646 1.0935 -4.8657
H30 1.8542 -0.2034 -4.9105
H31 2.3812 1.4816 -4.8074
H32 3.5262 0.2588 -1.0183
H33 4.0244 1.0888 -2.4964
H34 3.7343 -0.6516 -2.5132
H35 -0.7572 -0.9542 -4.9051
H36 -2.5025 -0.7820 -4.7113
H37 -1.6790 -2.2289 -4.1151
H38 -1.1481 2.0260 -3.6177
H39 -1.7079 2.1017 -1.9463
H40 -2.7944 1.5288 -3.2176
H41 -3.9191 -1.5760 -3.0161
H42 -5.8073 -2.1598 -1.5318
H43 -5.5714 -1.7700 0.9312
H44 -3.4399 -0.8295 1.7720
F1 -1.2502 -2.4749 2.1933
B1 0.1424 -2.3619 2.1730
F2 0.6744 -3.5159 2.6238

Calculated values
Gap between HOMO and LUMO (alpha / beta) in hartree: 0.25137 / 0.26218
LUMO energy (alpha / beta) in eV: 0.139 / 0.138
Spin multiplicity: 8
<S²>: 15.76

Mulliken charges, unit e, in atom order: Eu 0.36; C -1.25; C 0.16; S -0.17; C 0.33; C -1.40; S 0.36; C -0.55; C -1.17; S 0.25; C -1.25; C -0.55; S 0.25; H 0.49; H 0.44; H 0.49; H -0.44; H 0.44; H -0.48; H 0.49; H 0.44; H -0.05; H 0.51; H 0.60; H 0.40; H 0.51; H 0.40; H 0.22; H 0.49; C -1.13; Si 0.23; C -0.85; C -1.15; C 1.58; Si -0.14; C -0.31; C -1.06; C -0.98; Si -1.08; C -1.28; C -1.05; C 0.58; C -0.59; C -0.45; C -1.03; C 0.02; N 0.50; H 0.42; H 0.26; H 0.31; H 0.42; H 0.05; H 0.39; H 0.38; H 0.30; H 0.29; H 0.52; H 0.46; H -0.59; H 0.30; H 0.28; H 0.38; H 0.14; H 0.40; H 0.30; H 0.31; H 0.40; H 0.38; H 0.29; H 0.22; H 0.39; H 0.35; H 0.44; H 0.43; H 0.24; F -0.19; B -0.21; F -0.17

---

2 unconnected molecules or ions with the total composition C22H44BNO5 at a distorted geometry, computed with ωB97M-V/def2-TZVPD.

Geometry (Å):
C1 -3.7575 -5.2631 -1.8986
C2 -2.3235 -5.8133 -1.8028
C3 -1.4039 -5.0007 -0.8546
C4 -0.3757 -4.1364 -1.5824
C5 -0.9957 -2.8853 -2.2450
C6 -0.7528 -1.6218 -1.4308
C7 -1.0619 -0.3448 -2.1973
C8 -1.1957 0.9259 -1.3352
C9 -0.3539 0.9534 -0.0675
C10 -0.7012 2.1618 0.8213
C11 -1.8580 1.8711 1.8063
C12 -1.5184 2.0578 3.3044
C13 -1.8648 0.8212 4.1471
C14 -0.7720 -0.2706 4.3121
C15 0.5417 -0.0729 3.5479
C16 1.5615 0.7007 4.4046
C17 2.7038 1.3756 3.6638
O1 2.2467 1.8198 2.3889
C18 3.0220 2.8235 1.8609
O2 2.8862 3.9914 2.1539
O3 3.8361 0.5498 3.5295
B1 3.8169 -0.4609 2.5813
O4 3.7452 -1.7907 3.0127
O5 4.0312 -0.1859 1.2664
H1 -4.0555 -4.7710 -0.9773
H2 -3.8157 -4.5209 -2.6931
H3 -4.4536 -6.0617 -2.1394
H4 -2.3674 -6.8374 -1.4430
H5 -1.8674 -5.7964 -2.7900
H6 -2.0101 -4.3746 -0.1996
H7 -0.8695 -5.7025 -0.2130
H8 0.3558 -3.8134 -0.8392
H9 0.1602 -4.7448 -2.3087
H10 -0.5802 -2.7676 -3.2458
H11 -2.0648 -3.0581 -2.3559
H12 0.2833 -1.6129 -1.0899
H13 -1.3657 -1.6713 -0.5267
H14 -0.3109 -0.1677 -2.9654
H15 -1.9991 -0.4887 -2.7375
H16 -0.8769 1.7725 -1.9447
H17 -2.2388 1.1235 -1.0812
H18 -0.4886 0.0557 0.5313
H19 0.7049 1.0109 -0.3360
H20 -0.9778 2.9890 0.1672
H21 0.1691 2.4716 1.3884
H22 -2.6873 2.5301 1.5505
H23 -2.2384 0.8640 1.6353
H24 -0.4925 2.3881 3.4407
H25 -2.1473 2.8639 3.6809
H26 -2.1670 1.1557 5.1394
H27 -2.7489 0.3507 3.7233
H28 -1.2036 -1.2245 4.0104
H29 -0.5312 -0.3898 5.3674
H30 0.9540 -1.0718 3.3842
H31 0.4047 0.3655 2.5654
H32 2.0287 -0.0188 5.0755
H33 1.0579 1.4270 5.0384
H34 3.0280 2.2530 4.2229
H35 3.6918 2.4874 1.0603
H36 2.9168 -2.2086 2.7785
H37 4.0266 -0.9844 0.7399
C19 2.5801 3.6492 -5.1120
C20 1.3669 4.4642 -4.6794
C21 0.3915 3.6635 -3.8093
C22 -0.1342 2.5014 -4.5291
N1 -0.5395 1.5961 -5.1119
H38 2.2874 2.7974 -5.7270
H39 3.2623 4.2616 -5.7010
H40 3.1283 3.2718 -4.2467
H41 0.8426 4.8354 -5.5615
H42 1.6967 5.3368 -4.1133
H43 -0.4511 4.2847 -3.5047
H44 0.8892 3.3106 -2.9042

Calculated values
Gap between HOMO and LUMO in hartree: 0.39226
LUMO energy in eV: 0.132
SMILES string: CCCCCCCCCCCCCCCC[C@H](OC=O)OB(O)O.CCCC#N
Spin multiplicity: 1

Mulliken charges, unit e, in atom order: C -1.14; C -0.40; C -0.72; C -0.89; C -0.50; C -0.64; C -0.51; C -0.69; C 0.08; C -0.44; C -1.06; C -0.45; C -0.95; C -1.00; C 0.60; C -0.96; C -0.12; O 0.13; C -0.06; O -0.51; O -0.57; B 0.75; O -0.53; O -0.50; H 0.29; H 0.29; H 0.35; H 0.37; H 0.26; H 0.32; H 0.38; H 0.36; H 0.39; H 0.41; H 0.18; H 0.35; H 0.29; H 0.36; H 0.22; H -0.28; H 0.42; H 0.06; H 0.30; H 0.64; H -0.14; H 0.34; H 0.49; H 0.22; H 0.56; H 0.36; H 0.41; H 0.45; H 0.31; H 0.05; H -0.25; H 0.35; H 0.50; H 0.40; H 0.40; H 0.32; H 0.28; C -1.14; C -0.61; C -0.19; C 0.33; N -0.53; H 0.37; H 0.34; H 0.29; H 0.32; H 0.33; H 0.40; H 0.19